The following is a quantum chemistry calculation of a cluster of 2 separate species, C6H14NO in total, from the Open Molecules 2025 dataset.

The geometry in XYZ format:
```
22
Properties=species:S:1:pos:R:3:forces:R:3
C 1.348082 0.900866 -0.051253 -0.231 0.436 0.326
C 2.582006 -1.241470 0.222620 -0.052 0.145 -0.014
C -2.152739 1.392862 0.496677 -0.095 0.406 0.025
C -1.593996 -1.085635 0.552356 0.036 -0.409 0.065
C 2.500917 0.082164 -0.542437 0.081 0.373 0.274
C -1.681483 0.180637 -0.186683 0.191 -0.074 -0.773
N -1.428139 0.202197 -1.460234 -0.303 -0.184 0.416
O 1.782256 2.081393 0.332036 0.325 -0.272 -0.143
H 3.373107 -1.855502 -0.195616 0.044 -0.096 -0.010
H 1.643573 -1.789316 0.161927 -0.043 -0.090 0.015
H 2.813094 -1.059301 1.269760 -0.012 -0.057 0.072
H -1.815894 2.302533 0.006833 0.052 0.044 -0.023
H -1.861744 1.392875 1.543104 0.089 -0.037 0.025
H -3.246966 1.397977 0.471834 -0.030 -0.104 0.002
H -0.739092 -1.045819 1.228675 0.104 0.162 -0.019
H -2.473645 -1.225760 1.180317 -0.088 0.062 -0.045
H -1.473566 -1.942133 -0.105950 0.005 -0.050 -0.008
H 3.445572 0.627992 -0.459440 -0.002 0.009 -0.108
H 2.310233 -0.131181 -1.597580 -0.049 0.042 -0.091
H -1.116387 -0.633195 -1.940687 -0.044 0.065 0.067
H 1.086866 2.661859 0.684463 0.015 -0.411 -0.160
H -1.459566 1.054082 -2.004068 0.008 0.040 0.106
```
Positions in Å, forces in eV/Å.

## Properties
Total charge ... +1
2S+1 ... 1
Kohn-Sham gap ... 8.12 eV
DFT total energy ... -9978.044 eV

=====

The following is a quantum chemistry calculation of a cluster of 2 separate species, C6H14NO in total in a non-equilibrium geometry, from the Open Molecules 2025 dataset.

The geometry in XYZ format:
```
22
Properties=species:S:1:pos:R:3:forces:R:3
C -3.084862 0.038043 -0.297670 0.679 -2.931 -2.388
C -3.110939 1.096014 0.606062 -0.173 1.357 1.108
C 0.981985 1.346481 -1.180013 0.165 -0.394 -0.019
C 0.026202 -2.113705 -0.010898 0.263 -0.066 0.002
C 0.782713 -0.275525 1.344247 0.228 -0.062 -0.059
C 0.967138 -0.174445 -1.093107 0.108 0.108 0.039
N 0.250421 -0.686916 0.064642 -1.237 0.482 -0.144
O -3.065206 -0.825505 -1.029887 -0.219 2.050 1.688
H -3.234783 0.712674 1.625408 0.010 -0.182 -0.080
H -2.176996 1.667479 0.565468 0.121 -0.233 -0.199
H -3.945196 1.773880 0.386000 -0.036 -0.174 -0.141
H -0.028930 1.746288 -1.174942 -0.192 0.119 0.013
H 1.547575 1.790450 -0.366507 0.027 0.112 0.059
H 1.458051 1.640090 -2.111607 0.016 0.104 -0.062
H 0.967742 -2.678790 -0.017242 -0.005 -0.111 0.008
H -0.558970 -2.436366 0.848872 -0.020 -0.089 0.034
H -0.519501 -2.355607 -0.922080 -0.003 -0.066 -0.063
H 0.172848 -0.700666 2.139718 -0.002 0.019 0.077
H 1.815279 -0.616789 1.491088 0.100 0.011 0.073
H 0.762703 0.808453 1.425525 0.053 0.051 0.104
H 2.004626 -0.541265 -1.098135 0.017 -0.063 -0.054
H 0.470707 -0.576664 -1.980117 0.101 -0.041 0.006
```
Positions in Å, forces in eV/Å.

## Properties
Total charge ... +1
2S+1 ... 1
Kohn-Sham gap ... 6.49 eV
DFT total energy ... -9978.004 eV

=====

The following is a quantum chemistry calculation of the ion C6H14NO2 with charge +1 in a non-equilibrium geometry, from the Open Molecules 2025 dataset.

The geometry in XYZ format:
```
23
Properties=species:S:1:pos:R:3:forces:R:3
C 1.160614 -1.173606 -2.130465 0.928 -1.788 0.794
C 0.344715 -1.392933 -0.804907 2.471 0.730 -2.554
C -0.067525 -0.429606 -0.030606 -2.194 -1.871 3.297
C -0.821901 -0.789848 1.339866 -1.184 1.530 -1.435
O -1.590518 -1.936153 1.328776 0.191 -0.414 -0.352
O 0.176946 -0.872630 2.233731 2.438 0.043 0.707
N 0.089397 0.966242 -0.262145 -1.073 2.462 -1.970
C -1.194965 1.612161 -0.804743 -2.296 0.764 0.378
C 0.759056 1.775512 0.829806 1.966 -3.013 2.215
H 0.779408 -1.980312 -2.855058 0.432 1.808 0.590
H 2.299149 -1.464352 -1.996718 -2.271 0.597 0.053
H 1.148321 -0.113374 -2.475333 -0.236 -1.036 -0.304
H 0.258290 -2.420227 -0.511541 -0.459 -0.240 0.200
H -1.540042 0.031585 1.609989 0.397 -0.397 -0.455
H -0.997661 -2.666672 1.568419 -0.256 -0.018 -0.189
H -0.090363 -1.095890 3.116746 -0.615 -0.075 0.724
H 0.770945 1.017500 -1.025292 -0.181 0.104 -0.016
H -2.121694 0.963892 -1.087338 2.478 0.268 0.151
H -1.650847 2.182633 0.028092 0.627 -0.086 -0.324
H -0.968715 2.341060 -1.610003 0.070 -0.694 0.471
H 0.300924 2.175091 1.760413 -0.906 -0.360 -1.375
H 1.341023 0.903838 1.197156 -0.062 0.654 0.778
H 1.615442 2.366089 0.581153 -0.267 1.034 -1.381
```
Positions in Å, forces in eV/Å.

## Properties
SMILES ... C/C=C(/C(O)O)[NH+](C)C
Total charge ... +1
2S+1 ... 1
Kohn-Sham gap ... 11.25 eV
DFT total energy ... -12024.907 eV

=====

The following is a quantum chemistry calculation of the ion C6H14NO2S with charge -1 in a non-equilibrium geometry, from the Open Molecules 2025 dataset.

The geometry in XYZ format:
```
24
Properties=species:S:1:pos:R:3:forces:R:3
C 0.684873 -2.095434 0.196311 2.599 -0.483 3.904
C 0.248867 -0.008061 -1.826043 -2.882 2.469 -0.570
C 1.193996 1.804204 -0.373981 -1.116 -0.002 0.076
C -0.971718 0.717978 1.719391 -1.623 -0.360 0.609
C 1.279859 -0.699431 0.348238 0.519 1.736 -2.206
C 0.439064 0.450286 -0.388231 -2.156 -0.846 1.553
N -1.126070 0.683018 0.347799 3.928 -0.081 -4.452
O -2.216506 -1.566908 -0.424124 -0.747 -0.092 0.588
O -3.580436 0.466644 0.310169 -0.539 -0.756 0.475
S -2.510761 -0.114589 -0.523640 1.170 1.038 0.028
H 0.397566 -2.380811 -0.740298 -0.824 -0.409 -2.547
H 1.502088 -2.877153 0.548504 -1.593 1.347 -0.501
H -0.174118 -2.151396 0.873903 0.089 -0.278 -0.336
H 1.133868 -0.523141 -2.180028 -0.264 -0.463 -0.330
H -0.839699 -0.406648 -1.967653 2.681 -0.330 -0.030
H 0.125258 0.978542 -2.366371 0.446 -1.059 -0.114
H 0.650433 2.568892 -0.974223 0.406 -0.895 -0.410
H 1.129075 2.375840 0.584513 0.995 -1.118 -0.137
H 2.180370 1.515865 -0.817652 -0.381 1.088 0.694
H -0.728806 -0.231483 2.149480 1.409 -0.544 0.811
H -0.552126 1.639300 2.065113 1.337 0.243 0.502
H -1.939736 0.807721 2.125902 -1.883 0.303 0.448
H 1.291630 -0.364736 1.348740 0.303 -0.129 1.478
H 2.383024 -0.588490 -0.035828 -1.873 -0.379 0.469
```
Positions in Å, forces in eV/Å.

## Properties
Total charge ... -1
2S+1 ... 1
Kohn-Sham gap ... 7.14 eV
DFT total energy ... -22868.030 eV

=====

Number 1: E_HOMO -12.2 eV. Number 2: E_HOMO -11.9 eV. Number 3: E_HOMO -14.1 eV. Number 4: E_HOMO -3.6 eV.